No. 1
Molecular formula: C23H29AlF17INO4
Method: DFT, ωB97M-V/def2-TZVPD

XYZ file:
```
76
Properties=species:S:1:pos:R:3:forces:R:3:lowdin_charge:R:1
C 0.471 -2.374 0.730 0.20 0.17 0.08 -0.0413
C 0.515 -0.848 0.532 -0.52 -0.37 0.12 -0.5249
O 1.846 -0.357 0.616 0.19 -0.03 -0.41 -0.0754
C -0.404 -0.087 1.482 0.34 0.47 -0.19 -0.2139
Al -0.541 1.880 1.064 -0.16 -0.16 0.30 -0.0440
I 1.402 3.031 2.448 0.02 0.01 0.02 0.2330
C -2.245 2.699 1.745 0.21 -0.05 -0.62 -0.2623
C -3.433 2.771 0.766 -0.10 -0.20 0.57 -0.2769
C -3.624 1.589 -0.177 -0.52 0.08 -0.19 -0.2043
C -4.257 0.398 0.528 0.49 -0.04 0.17 -0.1325
N -4.016 -0.881 -0.127 -0.49 -0.65 -0.31 -0.0956
C -4.980 -1.859 -0.232 0.65 -0.49 -0.45 -0.1022
C -4.429 -2.956 -0.880 -0.14 0.62 0.33 -0.1121
C -3.083 -2.633 -1.177 -0.21 0.83 0.42 -0.0999
C -2.868 -1.347 -0.701 -0.03 -0.53 -0.07 -0.1138
C -0.115 2.264 -0.878 0.19 0.05 0.59 -0.1436
C 0.099 3.679 -1.264 -0.12 -1.01 -0.18 -0.5778
O 0.656 4.074 -2.230 0.57 0.63 -0.92 0.1107
F -0.440 4.577 -0.439 -0.48 0.58 0.61 0.0751
H 0.447 -2.907 -0.216 0.06 -0.12 -0.13 0.0669
H 1.362 -2.694 1.270 0.08 -0.10 0.10 0.0597
H -0.394 -2.669 1.315 -0.18 -0.06 0.01 0.0693
H 0.219 -0.656 -0.501 0.03 0.15 -0.14 0.1068
H 2.220 -0.678 1.440 0.03 0.14 0.20 0.0563
H 0.041 -0.147 2.481 -0.03 -0.09 0.20 0.0492
H -1.377 -0.577 1.544 -0.15 -0.06 -0.03 0.0419
H -1.999 3.720 2.033 0.02 0.12 0.24 0.0348
H -2.535 2.172 2.654 -0.01 -0.06 0.18 0.0446
H -3.397 3.696 0.198 0.19 0.09 -0.23 0.0966
H -4.356 2.839 1.353 -0.21 0.17 -0.05 0.0967
H -4.299 1.905 -0.974 0.01 -0.10 -0.25 0.1132
H -2.707 1.274 -0.662 0.24 0.11 0.06 0.0603
H -3.891 0.366 1.555 0.14 -0.15 0.10 0.1231
H -5.334 0.509 0.584 -0.20 0.11 0.02 0.1187
H -5.974 -1.711 0.141 -0.13 0.12 0.11 0.1010
H -4.927 -3.879 -1.114 -0.15 -0.07 0.01 0.0778
H -2.364 -3.252 -1.676 0.18 -0.07 -0.06 0.0834
H -1.979 -0.746 -0.740 0.07 0.07 0.03 0.0954
H 0.834 1.776 -1.101 0.10 -0.19 -0.12 0.0759
H -0.840 1.856 -1.584 -0.17 -0.08 -0.03 0.0549
C 4.566 -0.815 5.195 -0.15 0.50 0.32 -0.0309
C 3.819 -1.676 4.166 0.35 0.14 -0.11 -0.4442
C 3.405 -3.091 4.576 -0.17 -0.07 -0.02 -0.3028
F 4.482 -3.858 4.851 0.04 0.05 0.03 0.0916
F 2.734 -3.663 3.551 0.04 0.01 0.03 0.0966
F 4.508 -1.714 3.006 -0.04 -0.07 0.03 0.1406
F 2.649 -1.020 3.937 -0.17 -0.04 -0.04 0.1024
O 5.976 -0.735 5.084 0.01 -0.38 -0.35 0.0558
C 6.813 -1.612 5.701 -0.13 0.23 0.10 -0.5532
C 7.662 -2.384 4.686 0.13 -0.04 -0.07 -0.2869
F 6.880 -3.075 3.837 -0.01 -0.04 0.04 0.1052
F 8.448 -3.261 5.355 0.01 -0.01 -0.02 0.0918
F 6.173 -2.443 6.545 -0.04 -0.06 -0.06 0.1500
F 7.686 -0.888 6.443 0.06 0.01 0.12 0.1362
H 4.231 0.200 4.985 -0.01 0.00 -0.05 0.1544
H 4.251 -1.043 6.214 0.02 -0.22 -0.04 0.1471
H 2.749 -3.058 5.450 0.03 0.00 0.01 0.1727
H 8.288 -1.691 4.121 -0.01 0.01 0.01 0.1749
C -0.384 1.664 -4.496 0.24 0.24 0.65 -0.0441
C 0.116 1.776 -5.941 -0.12 -0.42 0.03 -0.4383
C -0.642 2.705 -6.890 0.06 0.14 -0.10 -0.3018
F -1.915 2.298 -7.072 0.00 -0.06 0.04 0.0936
F -0.025 2.692 -8.099 -0.04 0.00 0.04 0.0861
F 0.229 0.547 -6.498 -0.05 0.07 -0.01 0.1289
F 1.369 2.306 -5.868 0.06 0.10 0.02 0.1077
O -1.188 0.546 -4.155 0.01 -0.17 -0.61 0.0510
C -2.544 0.552 -4.287 0.09 0.11 0.28 -0.5472
C -3.017 -0.545 -5.244 -0.09 -0.16 -0.01 -0.2807
F -2.470 -0.387 -6.467 -0.01 0.08 -0.04 0.0967
F -4.363 -0.468 -5.370 0.01 -0.01 -0.02 0.0938
F -3.029 1.758 -4.640 0.03 0.02 -0.10 0.1525
F -3.074 0.246 -3.083 -0.09 0.12 -0.04 0.1397
H 0.516 1.521 -3.901 0.03 0.03 -0.01 0.1474
H -0.821 2.598 -4.145 -0.07 0.04 -0.18 0.1407
H -0.636 3.728 -6.506 -0.03 -0.02 0.02 0.1736
H -2.744 -1.525 -4.848 0.00 0.01 0.03 0.1744
```
Positions in Å, forces in eV/Å.

charge: -1
gap between HOMO and LUMO: 0.27755 Ha

***

No. 2
Molecular formula: C23H29AsN9NiOS2
Method: DFT, ωB97M-V/def2-TZVPD

XYZ file:
```
66
Properties=species:S:1:pos:R:3:forces:R:3:lowdin_charge:R:1
Ni -0.603 1.340 0.187 -0.80 0.90 0.47 0.4670
N 1.236 3.679 -1.715 -0.03 -0.11 0.03 0.1525
C 1.471 3.620 -0.415 0.28 0.23 -0.18 -0.6641
N 0.757 2.895 0.427 -0.75 -1.08 -0.14 0.0155
C 1.191 3.064 1.733 0.29 0.19 0.05 -0.3434
C 2.264 3.867 1.885 -0.05 -0.14 -0.01 -0.3270
S 2.769 4.493 0.355 -0.27 -0.17 -0.11 1.0991
C 0.340 2.482 2.753 0.00 -0.01 0.35 -0.3285
C 0.430 2.608 4.093 0.03 -0.07 -0.09 -0.3250
S -0.971 1.948 4.853 -0.04 -0.08 -0.35 1.0994
C -1.603 1.537 3.284 0.00 0.00 0.38 -0.6530
N -0.799 1.830 2.293 -0.05 -0.16 -0.87 0.0462
N -2.819 0.962 3.163 0.14 0.01 -0.06 0.1262
H 0.495 3.089 -2.080 -0.07 -0.02 -0.14 0.0591
H 1.805 4.198 -2.363 -0.02 0.00 -0.01 0.1092
H 2.771 4.156 2.790 -0.08 0.01 0.01 0.0848
H 1.211 3.071 4.672 -0.03 0.02 -0.01 0.0871
H -3.420 0.932 3.967 -0.06 -0.01 -0.04 0.1094
H -3.250 0.990 2.255 -0.05 -0.04 -0.01 0.0912
N -1.321 -0.450 -2.731 -0.25 0.18 0.19 0.1769
C -0.759 0.781 -2.891 0.14 -0.43 -0.58 -0.4898
O -0.679 1.566 -1.886 0.01 0.51 0.63 -0.1329
C -0.299 1.109 -4.183 -0.24 0.02 0.50 -0.2041
C 0.238 2.377 -4.475 0.17 0.31 0.02 -0.2216
N 0.697 3.413 -4.698 -0.04 -0.05 0.17 0.1482
C -0.372 0.139 -5.206 0.18 -0.21 -0.26 -0.2398
N -0.398 -0.701 -5.998 -0.14 0.02 0.14 0.1513
H -1.434 -0.783 -1.792 0.10 -0.13 -0.01 0.0486
H -1.274 -1.120 -3.483 0.01 -0.01 0.01 0.1046
N -4.189 -0.634 -0.671 0.09 0.14 0.01 0.1624
C -3.335 0.405 -0.646 -0.18 0.16 -0.02 -0.1281
N -2.326 0.197 0.173 1.09 0.48 -0.13 0.0229
C -2.516 -1.076 0.709 -0.20 -0.25 -0.06 -0.2508
C -1.764 -1.797 1.633 0.00 0.09 0.03 -0.0419
C -2.216 -3.052 1.978 0.02 0.05 0.06 -0.0571
C -3.394 -3.584 1.432 -0.05 -0.03 -0.06 -0.0591
C -4.158 -2.875 0.528 -0.10 -0.02 -0.04 0.0043
C -3.696 -1.612 0.176 0.33 0.05 0.19 -0.1797
H -5.018 -0.698 -1.239 0.01 0.07 -0.03 0.1770
H -3.472 1.302 -1.230 0.04 -0.06 -0.06 0.1544
H -0.872 -1.367 2.068 -0.08 -0.01 0.02 0.0810
H -1.667 -3.642 2.700 0.03 0.01 -0.02 0.1147
H -3.712 -4.574 1.729 -0.01 0.01 0.00 0.1145
H -5.075 -3.279 0.118 0.03 -0.02 0.00 0.1213
C 0.357 -2.982 -1.218 0.09 0.11 0.02 -0.1495
C 1.289 -1.799 -1.457 0.06 0.02 0.17 -0.3965
As 1.223 -0.451 -0.019 0.41 -0.36 -0.08 1.2590
C 2.848 0.597 -0.408 0.00 -0.14 0.04 -0.4012
C 4.028 -0.113 -1.064 -0.06 -0.01 0.06 -0.1455
C 1.718 -1.555 1.545 0.14 0.11 -0.17 -0.4166
C 3.066 -2.266 1.486 -0.11 0.01 0.04 -0.1511
H 0.476 -3.722 -2.010 -0.04 -0.01 -0.01 0.0831
H -0.691 -2.676 -1.197 -0.02 -0.08 0.05 0.0459
H 0.576 -3.475 -0.270 -0.04 -0.04 -0.02 0.0628
H 1.054 -1.298 -2.397 0.07 0.04 0.06 0.0573
H 2.323 -2.136 -1.525 -0.01 -0.04 0.00 0.0578
H 3.140 1.050 0.544 -0.02 0.04 0.00 0.0663
H 2.516 1.403 -1.062 -0.04 0.01 0.02 0.0394
H 4.377 -0.967 -0.485 0.00 0.02 -0.06 0.0515
H 4.859 0.586 -1.157 0.03 -0.02 -0.04 0.0793
H 3.773 -0.456 -2.066 0.03 -0.01 0.00 0.0722
H 0.915 -2.286 1.654 0.04 0.03 -0.02 0.0312
H 1.671 -0.894 2.414 -0.05 0.01 0.00 0.0633
H 3.184 -2.820 0.554 0.05 -0.02 0.02 0.0653
H 3.140 -2.981 2.306 0.05 -0.01 0.01 0.0769
H 3.894 -1.565 1.583 0.00 -0.01 -0.04 0.0665
```
Positions in Å, forces in eV/Å.

charge: +1
ΔE to the lowest compared entry with this formula, charge and spin: 0.5271 eV
gap between HOMO and LUMO (alpha / beta): 0.22082 / 0.22127 Ha

***

No. 3
Molecular formula: C23H29BBrInN8O4
Method: DFT, ωB97M-V/def2-TZVPD

XYZ file:
```
67
Properties=species:S:1:pos:R:3:forces:R:3:lowdin_charge:R:1
In 0.227 -0.059 -0.593 0.55 0.39 -0.01 0.9457
C 0.958 2.892 1.793 -0.03 -0.08 -0.12 -0.0141
C 0.223 1.695 2.294 -0.07 -0.06 0.16 -0.3016
C -0.307 1.502 3.574 -0.01 -0.04 -0.01 0.0262
C -0.851 0.231 3.572 0.09 0.22 0.00 -0.2571
C -1.540 -0.477 4.689 0.05 -0.08 -0.12 -0.0156
N -0.649 -0.295 2.351 -0.07 -0.01 0.28 0.0410
N 0.006 0.600 1.566 0.00 0.15 -0.16 0.0435
B -0.966 -1.731 1.891 0.06 0.11 -0.14 -0.5018
N 0.343 -2.408 1.452 -0.05 -0.20 0.10 0.0347
N 1.291 -1.769 0.704 0.11 -0.13 -0.02 0.0653
C 2.343 -2.594 0.640 -0.22 -0.15 0.24 -0.3041
C 3.656 -2.291 0.001 -0.15 0.13 -0.06 -0.0180
C 2.056 -3.774 1.334 0.05 0.03 -0.05 0.0209
C 0.780 -3.622 1.831 0.20 0.00 0.02 -0.2599
C -0.011 -4.590 2.646 -0.10 0.13 -0.11 -0.0109
N -1.978 -1.696 0.726 -0.30 -0.09 0.15 0.0493
N -1.747 -0.917 -0.357 -0.05 0.03 -0.15 0.0414
C -2.779 -1.037 -1.192 -0.13 -0.12 0.11 -0.2929
C -2.844 -0.305 -2.487 0.19 0.01 0.08 -0.0054
C -3.706 -1.911 -0.624 0.01 0.04 -0.01 0.0343
C -3.165 -2.310 0.588 -0.03 0.09 -0.15 -0.2480
C -3.733 -3.272 1.577 0.15 0.03 0.02 -0.0079
H 0.771 3.742 2.445 0.04 0.00 0.03 0.0845
H 0.638 3.139 0.784 0.02 0.03 0.02 0.0475
H 2.034 2.699 1.783 0.01 0.04 0.01 0.0875
H -0.291 2.197 4.397 0.00 0.01 -0.02 0.1129
H -1.625 0.194 5.541 -0.01 0.00 0.01 0.0819
H -0.976 -1.359 4.997 -0.04 -0.01 0.03 0.0850
H -2.539 -0.801 4.397 0.00 -0.01 0.03 0.0834
H -1.440 -2.334 2.797 -0.04 -0.04 0.04 0.1066
H 4.065 -1.347 0.368 0.01 0.01 -0.03 0.0762
H 3.574 -2.247 -1.080 0.03 0.07 -0.15 0.0700
H 4.363 -3.077 0.258 0.01 0.01 0.01 0.0821
H 2.706 -4.624 1.455 0.00 0.01 0.03 0.1134
H 0.628 -5.420 2.939 0.00 -0.02 0.00 0.0825
H -0.846 -4.986 2.064 -0.01 -0.03 0.06 0.0835
H -0.419 -4.121 3.540 0.02 -0.05 0.02 0.0740
H -2.901 0.771 -2.311 -0.04 0.00 -0.04 0.0889
H -3.719 -0.620 -3.050 0.00 0.01 -0.03 0.0844
H -1.943 -0.491 -3.072 -0.02 0.00 -0.06 0.0768
H -4.653 -2.211 -1.040 0.01 -0.01 0.00 0.1148
H -4.812 -3.330 1.454 -0.01 -0.02 -0.01 0.0839
H -3.508 -2.977 2.600 -0.04 -0.01 0.01 0.0697
H -3.314 -4.267 1.416 -0.04 -0.01 0.04 0.0859
N 2.392 0.521 -1.386 -0.24 -0.16 0.02 0.0316
N 2.651 -0.383 -2.431 -0.02 -0.21 -0.05 0.0013
C 1.629 -1.271 -2.901 0.26 0.00 -0.28 -0.7058
O 1.901 -1.878 -3.919 -0.15 0.13 0.17 0.0567
O 0.580 -1.385 -2.171 0.00 -0.02 0.07 -0.0799
H 2.381 1.480 -1.715 -0.05 0.07 0.02 0.0987
H 3.091 0.426 -0.657 0.13 0.00 -0.05 0.0945
H 3.226 -0.045 -3.187 0.07 0.05 0.04 0.1411
Br 2.946 6.633 -1.606 -0.09 -0.03 -0.08 0.7256
C 1.630 5.635 -2.550 0.09 0.03 0.08 -0.6730
C 1.048 6.162 -3.689 0.01 0.04 -0.01 -0.1248
C 0.096 5.411 -4.364 -0.03 0.01 -0.01 -0.0642
C -0.245 4.142 -3.922 0.00 -0.12 -0.04 -0.0123
C 0.339 3.631 -2.771 0.12 -0.04 0.15 -0.1231
C 1.274 4.387 -2.073 -0.09 0.06 0.05 -0.0797
C 0.042 2.232 -2.291 -0.21 0.28 -0.34 -0.6141
O -0.060 1.313 -3.098 -0.01 0.10 0.15 0.0555
O -0.031 2.087 -1.013 0.05 -0.52 0.08 -0.0981
H 1.333 7.142 -4.046 0.00 0.01 0.02 0.1015
H -0.375 5.825 -5.245 0.01 -0.03 -0.02 0.1083
H -0.957 3.535 -4.465 0.01 0.01 -0.01 0.1224
H 1.712 4.009 -1.157 -0.01 -0.02 -0.02 0.0975
```
Positions in Å, forces in eV/Å.

charge: 0
gap between HOMO and LUMO: 0.34208 Ha

***

no.,energy (eV)
1,-94901.3418
2,-163328.4940
3,-120330.9351